1.
Formula: C4H5NO
Source: the OMol25 dataset
Level of theory: wB97M-V/def2-TZVPD

```
11
Properties=species:S:1:pos:R:3:forces:R:3:nbo_charge:R:1
C -1.03809 -0.72914 0.61742 0.3404 -0.2880 -0.1164 -0.600
C 0.19832 0.18549 0.36646 0.8284 -0.4477 -0.4902 -0.394
C -0.23277 1.28204 -0.47084 -1.6107 1.5362 0.1684 0.276
N -0.76396 2.17877 -0.95954 0.2559 -0.3156 0.0349 -0.314
C 1.53075 -0.24076 -0.65042 -0.7931 0.8426 -0.2252 0.401
O 1.57578 0.51082 -1.58745 0.4851 -0.4199 -0.0403 -0.482
H -1.88166 -0.19641 1.09495 0.7051 0.1361 -0.2244 0.237
H -1.42967 -1.11902 -0.32444 0.1634 -0.0993 0.0867 0.223
H -0.77401 -1.54743 1.28622 0.0350 -0.1147 -0.1305 0.217
H 0.44848 0.66324 1.33602 0.6202 -0.6031 -0.4838 0.258
H 2.36683 -0.98759 -0.70838 -1.0297 -0.2266 1.4208 0.177
```
Forces are in eV/Å.

frontier orbital gap = 0.4026 hartree
E = -285.335691 Ha
SMILES = C[C@H](C#N)C=O
E_LUMO = 0.01706 Ha
total charge = 0
ΔE to the lowest compared entry with this formula, charge and spin = 49.5 kcal/mol


2.
Formula: C4H5NO
Source: the OMol25 dataset
Level of theory: wB97M-V/def2-TZVPD

```
11
Properties=species:S:1:pos:R:3:forces:R:3:nbo_charge:R:1
O -1.86617 0.72827 -0.63572 0.8533 -1.5583 0.7467 -0.504
C -1.41137 0.09141 0.26878 -0.0818 3.3804 2.5496 0.538
N -0.10942 0.83802 1.13588 -1.8949 0.6966 -0.5984 -0.631
C 0.78120 0.85869 -0.06888 0.2884 -0.1185 0.1681 -0.314
C 0.53374 -0.54438 -0.02328 2.7619 -1.5430 -2.7601 -0.073
C 0.88200 -1.75031 -0.02952 -1.1769 0.3022 0.8824 -0.231
H -1.92984 -0.50678 1.01763 -0.0215 -0.8068 -0.5491 0.166
H 0.34645 0.34651 1.93509 -0.7686 0.1339 -1.0061 0.380
H 0.35546 1.43253 -0.89753 -0.1111 -0.1686 0.4217 0.239
H 1.82666 1.11883 0.05799 -0.0128 0.1917 0.3938 0.222
H 0.61784 -2.50724 0.68884 0.1640 -0.5095 -0.2485 0.208
```
Forces are in eV/Å.

frontier orbital gap = 0.3072 hartree
E = -285.198690 Ha
E_LUMO = -0.01149 Ha
total charge = 0
ΔE to the lowest compared entry with this formula, charge and spin = 135.5 kcal/mol


3.
Formula: C4H5NO
Source: the OMol25 dataset
Level of theory: wB97M-V/def2-TZVPD

```
11
Properties=species:S:1:pos:R:3:forces:R:3:nbo_charge:R:1
C 1.99454 0.28236 0.26114 -0.7907 2.6057 0.9864 -0.672
C 0.47686 0.19115 -0.10015 0.2775 -0.5039 0.7994 0.133
N -0.25733 -0.86992 -0.03608 1.6357 0.7665 0.5677 -0.419
C -1.65554 -0.94663 -0.22830 0.0132 -0.3498 -0.3699 -0.364
C -2.47523 0.04688 0.03307 -2.1603 1.8261 -1.0818 0.689
O -3.29908 0.89501 0.07658 1.7072 -1.4905 0.5831 -0.446
H 2.51487 1.32164 0.10377 -1.5963 -1.6309 -0.6206 0.212
H 2.29440 0.20913 1.31533 -0.5300 -1.1835 -0.2382 0.235
H 2.36312 -0.40349 -0.41635 1.8482 -1.6637 -0.8300 0.230
H 0.24618 1.16435 -0.48149 -1.5528 0.5984 -0.3178 0.145
H -2.20279 -1.89047 -0.52752 1.1484 1.0255 0.5217 0.257
```
Forces are in eV/Å.

frontier orbital gap = 0.3315 hartree
E = -285.313203 Ha
SMILES = C/C=N/C=C=O
E_LUMO = 0.01976 Ha
total charge = 0
ΔE to the lowest compared entry with this formula, charge and spin = 63.6 kcal/mol


4.
Formula: C4H5NO
Source: the OMol25 dataset
Level of theory: wB97M-V/def2-TZVPD

```
11
Properties=species:S:1:pos:R:3:forces:R:3:nbo_charge:R:1
C -1.30042 -0.28073 -0.07456 -0.0594 -0.0609 -0.1224 -0.613
C 0.13349 0.12693 -0.21162 -0.1456 0.1258 0.2091 0.104
C 0.37120 1.56469 -0.33923 -0.0070 0.6620 -0.0906 0.253
N 0.55325 2.68772 -0.52461 -0.1270 -0.6229 0.2255 -0.291
C 1.18299 -0.66424 0.42379 0.2430 0.1579 0.4332 -0.085
O 1.08747 -0.58098 -0.98870 0.0090 -0.0727 -0.2082 -0.444
H -1.87465 -0.02848 -0.96566 -0.0931 -0.0907 0.0774 0.230
H -1.34578 -1.34967 0.14446 -0.1370 0.1202 -0.1922 0.226
H -1.70112 0.26524 0.78897 -0.0596 -0.1313 -0.2360 0.231
H 1.91224 -0.06992 0.96684 0.5604 -0.3573 -0.3921 0.194
H 0.98134 -1.67056 0.78031 -0.1837 0.2701 0.2962 0.195
```
Forces are in eV/Å.

frontier orbital gap = 0.4433 hartree
E = -285.350201 Ha
SMILES = C[C@@]1(C#N)CO1
E_LUMO = 0.02873 Ha
total charge = 0
ΔE to the lowest compared entry with this formula, charge and spin = 40.4 kcal/mol


5.
Formula: C4H5NO
Source: the OMol25 dataset
Level of theory: wB97M-V/def2-TZVPD

```
11
Properties=species:S:1:pos:R:3:forces:R:3:nbo_charge:R:1
C 0.25651 1.13018 -0.53113 0.0821 0.0536 -0.0288 -0.621
C -0.83272 0.14893 -0.09341 -0.0111 0.0455 -0.0204 -0.502
C -0.34763 -1.19165 0.41660 -0.3721 -0.3032 0.0509 0.506
O -1.05692 -2.15087 0.59009 0.3863 0.4441 -0.1101 -0.455
C 1.10282 -1.28374 0.74589 1.0664 -0.0735 0.1739 0.162
N 2.23812 -1.31909 0.96742 -1.1400 -0.0094 -0.1798 -0.252
H 1.13490 1.07265 0.12027 -0.1765 0.0668 -0.0768 0.225
H -0.11425 2.15720 -0.48843 0.0093 -0.1531 -0.0660 0.225
H 0.59474 0.93416 -1.55390 -0.0647 -0.0137 0.1819 0.218
H -1.54350 -0.06867 -0.89827 0.0948 0.0280 0.1348 0.247
H -1.43207 0.57090 0.72488 0.1255 -0.0852 -0.0594 0.247
```
Forces are in eV/Å.

frontier orbital gap = 0.3947 hartree
E = -285.385223 Ha
SMILES = CCC(=O)C#N
E_LUMO = -0.01378 Ha
total charge = 0
ΔE to the lowest compared entry with this formula, charge and spin = 18.4 kcal/mol


6.
Formula: C4H5NO
Source: the OMol25 dataset
Level of theory: wB97M-V/def2-TZVPD

```
11
Properties=species:S:1:pos:R:3:forces:R:3:nbo_charge:R:1
C -1.59202 -0.37478 0.12287 -0.3394 -0.2588 -0.1125 -0.271
C -0.06186 0.92890 0.53730 0.3541 0.0180 -0.1123 0.101
C 1.02138 1.09101 -0.28756 -0.0662 0.0587 0.0607 -0.485
C 1.70914 -0.15059 -0.34252 -0.0624 -0.1478 0.0486 0.009
N 1.12092 -1.12069 0.30337 0.1813 0.3109 -0.2216 -0.176
O 0.00442 -0.46073 0.88158 -0.1610 0.0736 0.1092 -0.303
H -2.23283 -0.13793 0.96190 0.1257 -0.0274 -0.0974 0.232
H -1.76865 0.24854 -0.74626 0.0995 -0.0329 0.1183 0.229
H -1.54860 -1.43420 -0.12623 0.0255 0.1530 0.0638 0.206
H 1.31255 2.00873 -0.77781 -0.0163 -0.1461 0.0720 0.237
H 2.65027 -0.36603 -0.83693 -0.1409 -0.0012 0.0712 0.222
```
Forces are in eV/Å.

frontier orbital gap = 0.3478 hartree
E = -285.182547 Ha
E_LUMO = 0.01282 Ha
total charge = 0
ΔE to the lowest compared entry with this formula, charge and spin = 145.6 kcal/mol


7.
Formula: C4H5NO
Source: the OMol25 dataset
Level of theory: wB97M-V/def2-TZVPD

```
11
Properties=species:S:1:pos:R:3:forces:R:3:nbo_charge:R:1
H -2.08746 -1.87675 0.55899 -0.0525 0.0064 -0.0971 0.348
N -1.78788 -1.48542 -0.33499 0.1703 0.2489 0.1513 -0.681
C -0.88021 -0.62885 -0.13724 -0.1786 -0.1754 -0.1959 0.515
C -0.13564 0.14082 -1.15277 0.0652 0.1007 0.0605 -0.269
C 0.83404 0.81517 -0.54179 -0.1003 -0.1221 -0.0245 -0.173
C 0.79830 0.48215 0.92505 0.1335 0.1202 -0.0021 -0.106
O -0.39809 -0.27197 1.09428 -0.0118 -0.1358 -0.0022 -0.495
H -0.38326 0.10681 -2.20523 0.0299 0.0227 0.1558 0.239
H 1.55460 1.48997 -0.99183 -0.0664 -0.1887 0.0885 0.225
H 0.78653 1.35590 1.58439 -0.0827 -0.1177 -0.0911 0.200
H 1.62987 -0.17218 1.21582 0.0934 0.2409 -0.0432 0.196
```
Forces are in eV/Å.

frontier orbital gap = 0.3827 hartree
E = -285.387767 Ha
SMILES = [H]/N=C1/C=CCO1
E_LUMO = 0.03319 Ha
total charge = 0
ΔE to the lowest compared entry with this formula, charge and spin = 16.8 kcal/mol


8.
Formula: C4H5NO
Source: the OMol25 dataset
Level of theory: wB97M-V/def2-TZVPD

```
11
Properties=species:S:1:pos:R:3:forces:R:3:nbo_charge:R:1
C -1.73547 -0.62977 0.23775 0.0396 0.0910 -0.0338 -0.391
C -1.22156 0.51779 -0.21011 -0.0786 -0.1300 0.0397 -0.206
C 0.19748 0.89681 -0.18523 0.1032 -0.1098 0.0494 -0.383
C 1.17355 0.05911 0.12240 -0.0997 0.0986 -0.0806 0.446
N 2.52746 -0.17296 0.34171 0.1712 0.1579 -0.0993 -0.303
O 1.42025 -1.20467 0.46717 -0.2421 -0.0697 0.0221 -0.348
H -2.80023 -0.82840 0.16469 0.1554 0.0562 0.0062 0.202
H -1.12080 -1.40203 0.69398 -0.0787 0.1186 -0.0785 0.197
H -1.88937 1.26080 -0.64219 0.0873 -0.1091 0.0638 0.207
H 0.48258 1.91318 -0.43577 -0.0025 -0.1565 0.0396 0.235
H 2.96610 -0.40986 -0.55440 -0.0553 0.0528 0.0715 0.345
```
Forces are in eV/Å.

frontier orbital gap = 0.3543 hartree
E = -285.267588 Ha
SMILES = C=C/C=C1/NO1
E_LUMO = 0.03496 Ha
total charge = 0
ΔE to the lowest compared entry with this formula, charge and spin = 92.2 kcal/mol


9.
Formula: C4H5NO
Source: the OMol25 dataset
Level of theory: wB97M-V/def2-TZVPD

```
11
Properties=species:S:1:pos:R:3:forces:R:3:nbo_charge:R:1
C -0.15226 -2.11893 -1.54362 -0.3548 -0.7706 -0.7241 -0.700
C -0.05027 -0.96404 -0.65445 0.1425 0.6697 0.4538 0.073
C 0.02131 0.00830 0.06288 0.1078 -1.0655 -0.7152 -0.093
C 0.18070 1.10060 0.95721 -0.0769 0.5293 0.0628 -0.064
N -0.32652 2.23845 0.66239 0.1187 -0.5224 0.3604 -0.039
O -0.17649 3.21670 1.60658 0.0589 0.2737 -0.0308 -0.525
H -0.06761 -1.79547 -2.63450 -0.1344 -0.4716 1.4461 0.247
H -1.15690 -2.62411 -1.38549 1.1756 0.5605 -0.3206 0.244
H 0.64887 -2.88338 -1.32656 -0.7974 0.8645 -0.2392 0.243
H 0.75082 0.93933 1.88794 -0.2451 0.0597 -0.2354 0.175
H 0.32833 2.88254 2.36761 0.0051 -0.1274 -0.0578 0.439
```
Forces are in eV/Å.

frontier orbital gap = 0.3678 hartree
E = -285.278916 Ha
SMILES = CC#C/C=N/O
E_LUMO = 0.03175 Ha
total charge = 0
ΔE to the lowest compared entry with this formula, charge and spin = 85.1 kcal/mol


10.
Formula: C4H5NO
Source: the OMol25 dataset
Level of theory: wB97M-V/def2-TZVPD

```
11
Properties=species:S:1:pos:R:3:forces:R:3:nbo_charge:R:1
C 1.41696 0.22212 1.04905 0.1113 -0.4690 -0.1965 -0.658
C 0.30071 -0.16574 0.07387 -0.1523 -0.1820 -0.2085 -0.204
N -0.24007 -1.49860 -1.05287 0.0800 1.0051 0.6319 -0.317
C -1.30103 -1.03860 -1.50294 0.7911 -0.3715 0.3199 -0.036
C -1.92652 0.23720 -1.19055 -0.9843 0.4435 -0.4038 0.567
O -2.81315 0.96673 -1.36516 0.7572 -0.7527 0.0724 -0.416
H 1.16948 1.23894 1.42601 -0.1452 -0.5139 -0.3762 0.239
H 2.40099 0.31751 0.58740 -0.0634 -0.2017 -0.0115 0.221
H 1.47516 -0.40929 1.93762 0.0455 -0.1138 -0.1989 0.221
H -0.61907 -0.32717 0.61002 -0.1527 0.6429 0.0812 0.191
H 0.32646 0.47510 -0.79150 -0.2872 0.5131 0.2899 0.191
```
Forces are in eV/Å.

frontier orbital gap = 0.3056 hartree
E = -285.243426 Ha
SMILES = CCN=C=C=O
E_LUMO = -0.01722 Ha
total charge = 0
ΔE to the lowest compared entry with this formula, charge and spin = 107.4 kcal/mol


> The highest frontier orbital gap belongs to which entry?

number 4


> Look up the E_LUMO of the seventh one.

0.03319 Ha